ORCA calculation (ωB97M-V/def2-TZVPD) on C19H31BN6Tc as an isolated structure.

```
58
Properties=species:S:1:pos:R:3:forces:R:3:lowdin_charge:R:1
Tc -6.44928 -5.68095 13.21442 0.25 1.21 -1.15 1.666
C -9.52602 -3.38274 12.50545 0.31 0.46 0.04 -0.046
C -9.59603 -4.65854 11.61061 -1.98 1.54 -0.04 -0.363
C -10.93239 -4.51338 10.78680 0.38 -0.78 0.31 -0.032
C -9.48119 -5.90484 12.37244 -0.68 -1.10 1.87 -0.218
C -10.33022 -7.02267 12.51729 -0.33 0.66 -0.41 0.054
C -9.66458 -7.90007 13.36218 0.15 -0.91 0.82 -0.018
N -8.50875 -7.39844 13.80097 -0.79 0.77 -1.42 0.011
N -8.41055 -6.04625 13.23524 0.47 -3.41 0.01 -0.046
B -7.29961 -8.25892 14.32050 0.77 0.92 0.45 -0.451
N -6.68305 -7.36442 15.46655 -0.02 1.39 -0.60 0.012
C -6.27387 -7.57913 16.70132 1.82 -0.31 0.57 0.014
C -5.22133 -6.68382 17.05198 -1.88 0.85 -1.24 0.078
C -5.19445 -5.76557 15.97677 1.01 -0.63 1.32 -0.234
N -6.11309 -6.12911 15.05913 0.24 -1.35 0.33 -0.087
C -4.29934 -4.57264 15.81655 0.02 0.60 0.82 -0.356
C -5.07123 -3.39592 16.49916 0.64 0.21 -0.79 -0.031
C -2.94303 -4.76136 16.52557 -0.80 -1.17 1.10 -0.048
N -6.19705 -8.44676 13.21360 1.63 -0.56 -1.92 0.007
C -5.62875 -9.55402 12.63726 -0.28 0.85 1.10 0.024
C -4.89879 -9.19795 11.50581 -1.04 -0.91 0.03 0.043
C -5.08972 -7.84417 11.32477 0.47 -0.55 0.33 -0.240
N -5.73129 -7.37383 12.41782 -2.31 -0.67 0.56 -0.086
C -4.58909 -6.99093 10.21391 0.44 0.86 1.37 -0.373
C -4.09217 -7.76811 9.03482 -0.85 0.12 -1.45 -0.060
C -3.44104 -6.12252 10.80724 0.50 -0.25 0.46 -0.039
H -10.24412 -3.58432 13.30265 0.25 0.20 0.34 0.088
H -9.99287 -2.48085 11.96352 1.34 -1.29 0.64 0.123
H -8.48132 -3.19713 12.95298 -1.95 0.02 -0.78 0.055
H -8.74776 -4.74170 10.99450 1.12 0.47 -1.52 0.112
H -11.70951 -4.05422 11.44748 0.66 -0.16 -0.72 0.104
H -11.31043 -5.51612 10.52248 0.12 0.49 -0.21 0.072
H -10.75649 -3.93454 9.84979 -0.27 -0.32 0.92 0.105
H -11.35612 -7.17341 12.11138 1.22 0.25 0.28 0.146
H -9.94790 -8.90581 13.75026 0.07 0.98 -0.59 0.168
H -7.50809 -9.35111 14.70395 -0.67 -0.09 0.18 0.129
H -6.62133 -8.43423 17.26996 -0.05 0.07 -0.20 0.155
H -4.73674 -6.54472 18.00649 0.06 -0.30 -0.16 0.129
H -4.10735 -4.41788 14.74678 -0.13 0.15 0.25 0.098
H -4.59848 -2.38792 16.38524 -0.06 -1.04 0.29 0.113
H -5.18803 -3.70210 17.53446 0.03 0.45 0.23 0.091
H -6.05413 -3.31086 16.06977 -0.59 0.07 -0.16 0.059
H -3.03429 -4.89464 17.63800 -0.21 0.42 -0.95 0.105
H -2.29625 -3.93679 16.34821 0.44 0.75 -0.19 0.079
H -2.44787 -5.67009 16.21291 0.21 -0.21 -0.40 0.083
H -5.68262 -10.51726 13.12931 -0.31 0.06 -0.17 0.148
H -4.48969 -9.91912 10.81117 0.23 0.26 0.16 0.134
H -5.40324 -6.34331 9.93822 -0.47 0.43 -0.31 0.130
H -3.33601 -8.45179 9.37870 0.36 -0.44 -0.19 0.081
H -3.63756 -7.05756 8.31369 -0.18 -0.51 0.39 0.111
H -4.92072 -8.30104 8.48896 0.89 0.35 0.61 0.117
H -3.50738 -5.99056 11.90156 -0.09 -0.26 -0.23 0.059
H -3.43947 -5.10519 10.43519 0.19 0.01 -0.56 0.082
H -2.46994 -6.63339 10.61484 -0.59 0.58 0.09 0.108
C -5.93242 -3.76548 12.89999 0.99 1.99 0.61 -0.247
H -6.67033 -3.20022 13.45613 -0.18 0.22 0.85 -0.007
H -6.22019 -3.43645 11.90443 0.08 -0.60 -0.90 0.036
H -4.95727 -3.26069 13.12828 -0.64 -0.80 -0.11 0.055
```
Positions in Å, forces in eV/Å.

Spin multiplicity ... 4
Molar mass ... 452.31 g/mol
Charge ... +2
HOMO (alpha / beta) ... -14.9 / -15.8 eV
Kohn-Sham gap (alpha / beta) ... 6.554 / 7.016 eV
⟨S²⟩ ... 3.769